Below is a structure of composition C42H54FeN14O3P, with properties calculated with the ωB97M-V functional and the def2-TZVPD basis.

```
! wB97M-V def2-TZVPD RIJCOSX def2/J DEFGRID3
* xyz -2 6
Fe -1.257 -0.880 -0.474
C 2.251 -3.507 3.037
N 1.270 -2.627 2.428
C 0.556 -2.847 1.290
N -0.217 -1.815 1.051
C 0.040 -0.988 2.108
N 0.929 -1.452 2.992
C 3.667 -3.102 2.696
C 4.574 -2.776 3.713
C 5.883 -2.406 3.402
C 6.301 -2.351 2.071
C 5.417 -2.665 1.032
C 4.107 -3.055 1.361
C 5.852 -2.557 -0.355
N 7.040 -2.308 -0.867
N 6.871 -2.243 -2.238
C 5.591 -2.457 -2.468
O 4.885 -2.687 -1.316
C 4.833 -2.442 -3.712
C 5.443 -2.023 -4.901
C 4.714 -1.960 -6.090
C 3.364 -2.314 -6.107
C 2.727 -2.742 -4.935
C 1.266 -3.129 -4.959
N 0.471 -2.322 -4.051
C 0.051 -2.655 -2.800
N -0.628 -1.659 -2.285
C -0.624 -0.734 -3.290
N 0.018 -1.102 -4.402
C 3.478 -2.814 -3.748
H 2.061 -4.527 2.685
H 2.073 -3.491 4.118
H 0.641 -3.738 0.687
H -0.438 -0.026 2.237
H 4.266 -2.794 4.757
H 6.577 -2.146 4.199
H 7.322 -2.042 1.848
H 3.413 -3.306 0.561
H 6.490 -1.725 -4.904
H 5.197 -1.620 -7.003
H 2.812 -2.239 -7.042
H 1.155 -4.180 -4.669
H 0.830 -3.014 -5.958
H 0.269 -3.599 -2.322
H -1.108 0.231 -3.209
H 2.995 -3.145 -2.831
O -2.564 -2.168 -0.374
N -3.546 -1.860 -1.063
N -3.495 -0.677 -1.745
O -2.344 0.132 -1.640
C -4.587 -0.238 -2.570
C -5.757 -1.011 -2.708
C -6.828 -0.592 -3.508
C -6.754 0.616 -4.195
C -5.613 1.403 -4.080
C -4.546 0.979 -3.279
H -5.842 -1.958 -2.183
H -7.712 -1.216 -3.589
H -7.582 0.943 -4.816
H -5.538 2.348 -4.609
H -3.662 1.608 -3.202
N -2.054 0.051 1.078
P -1.417 1.403 1.776
N 0.102 1.073 2.271
C 0.800 1.811 3.320
C 1.928 2.709 2.810
C 2.881 1.964 1.885
C 2.101 1.233 0.800
C 1.032 0.336 1.416
N -1.358 2.630 0.702
C -1.151 4.013 1.105
C -0.268 4.762 0.102
C -0.647 4.494 -1.354
C -1.988 3.783 -1.456
C -1.995 2.507 -0.610
N -2.377 1.791 3.056
C -2.374 0.892 4.223
C -3.668 0.101 4.397
C -4.865 1.024 4.600
C -4.632 2.402 3.991
C -3.720 2.320 2.769
H 1.216 1.088 4.032
H 0.103 2.425 3.898
H 2.487 3.114 3.661
H 1.511 3.568 2.276
H 3.465 1.241 2.467
H 3.592 2.663 1.433
H 2.789 0.628 0.198
H 1.636 1.959 0.122
H 1.510 -0.454 2.009
H 0.503 -0.181 0.609
H -0.685 4.071 2.093
H -2.114 4.527 1.204
H 0.785 4.490 0.246
H -0.338 5.837 0.307
H 0.127 3.870 -1.819
H -0.669 5.433 -1.918
H -2.204 3.536 -2.501
H -2.786 4.457 -1.120
H -1.476 1.718 -1.169
H -3.037 2.187 -0.490
H -2.192 1.495 5.121
H -1.541 0.183 4.170
H -3.582 -0.582 5.250
H -3.834 -0.527 3.513
H -5.081 1.137 5.669
H -5.753 0.559 4.154
H -4.180 3.065 4.740
H -5.593 2.853 3.718
H -3.631 3.324 2.345
H -4.209 1.697 2.009
C 0.220 0.575 -0.588
H 0.122 1.618 -0.222
H 1.230 0.430 -1.024
H -1.781 -1.626 0.944
*
```

## Properties
* E_LUMO (spin up / spin down): 0.15193 / 0.15179 hartree
* calculated total energy: -4229.46648 hartree
* ⟨S²⟩: 8.866
* HOMO level (spin up / spin down): 0.61 / -1.31 eV


Below is a structure of composition C42H54N3O2P2Sn, with properties calculated with the ωB97M-V functional and the def2-TZVPD basis.

```
! wB97M-V def2-TZVPD RIJCOSX def2/J DEFGRID3
* xyz -1 1
Sn -0.681 -0.439 0.717
O -0.843 1.564 1.883
C -1.734 2.497 1.838
C -1.349 3.833 1.538
C -2.241 4.881 1.548
C -3.586 4.677 1.874
C -3.991 3.393 2.176
C -3.119 2.299 2.136
C -3.710 0.990 2.413
N -3.279 -0.122 1.987
C -4.014 -1.323 2.319
C -3.089 -2.421 2.845
N -2.132 -2.808 1.837
C -2.152 -4.007 1.415
C -1.310 -4.567 0.368
C -1.144 -5.959 0.366
C -0.343 -6.610 -0.547
C 0.304 -5.837 -1.524
C 0.138 -4.476 -1.580
C -0.686 -3.762 -0.650
O -0.852 -2.507 -0.760
H -0.305 4.003 1.305
H -1.889 5.879 1.310
H -4.287 5.501 1.894
H -5.029 3.206 2.437
H -4.644 1.024 3.001
H -4.803 -1.125 3.062
H -4.491 -1.699 1.408
H -2.551 -2.027 3.714
H -3.708 -3.269 3.180
H -2.846 -4.731 1.882
H -1.662 -6.534 1.130
H -0.220 -7.685 -0.514
H 0.942 -6.323 -2.255
H 0.623 -3.881 -2.346
C 4.164 -1.994 2.052
C 2.654 -1.934 2.263
C 1.933 -2.857 1.273
P 1.878 -0.246 2.110
C 2.121 0.594 3.750
C 1.933 2.104 3.594
C 3.363 0.257 4.575
C 2.880 0.601 0.864
C 4.136 1.144 1.147
C 4.936 1.742 0.191
C 6.296 2.297 0.524
C 4.433 1.773 -1.112
C 3.202 1.246 -1.431
C 2.357 0.654 -0.456
N 1.097 0.208 -0.746
C 0.769 -0.124 -2.062
C 1.600 -0.938 -2.845
C 1.227 -1.343 -4.111
C 0.002 -0.968 -4.658
C -0.437 -1.463 -6.012
C -0.822 -0.160 -3.889
C -0.466 0.271 -2.613
P -1.553 1.267 -1.536
C -1.164 3.021 -2.019
C -1.410 3.331 -3.492
C 0.273 3.347 -1.625
C -3.247 0.969 -2.204
C -4.223 1.971 -1.587
C -3.637 -0.467 -1.830
H 4.515 -3.024 2.166
H 4.715 -1.369 2.755
H 4.418 -1.663 1.044
H 2.415 -2.264 3.281
H 1.992 -2.464 0.253
H 0.875 -2.966 1.519
H 2.380 -3.855 1.271
H 1.254 0.219 4.307
H 2.787 2.553 3.083
H 1.842 2.570 4.579
H 1.028 2.317 3.025
H 4.276 0.644 4.120
H 3.485 -0.817 4.718
H 3.276 0.716 5.564
H 4.507 1.086 2.163
H 6.393 2.478 1.596
H 6.477 3.243 0.010
H 7.098 1.612 0.234
H 5.023 2.234 -1.899
H 2.854 1.308 -2.454
H 2.542 -1.271 -2.426
H 1.891 -1.986 -4.680
H 0.421 -1.675 -6.653
H -1.064 -0.729 -6.519
H -1.016 -2.386 -5.925
H -1.782 0.130 -4.302
H -1.837 3.621 -1.397
H -0.782 2.697 -4.124
H -1.160 4.374 -3.710
H -2.450 3.171 -3.780
H 0.977 2.792 -2.249
H 0.480 3.082 -0.588
H 0.469 4.414 -1.766
H -3.270 1.081 -3.292
H -4.154 1.957 -0.496
H -5.249 1.716 -1.866
H -4.030 2.994 -1.916
H -3.710 -0.555 -0.743
H -2.898 -1.198 -2.165
H -4.608 -0.727 -2.262
*
```

## Properties
* E_LUMO: 0.09917 hartree
* calculated total energy: -2844.69759 hartree
* HOMO level: -3.79 eV